Formula: C31H70BCl2F7N6O13
Source: the OMol25 dataset
Level of theory: ωB97M-V/def2-TZVPD

Calculated values
E_HOMO = -0.3 eV
F_max = 4.795 eV/Å
Net charge = -2
LUMO energy = 2.60 eV
Frontier orbital gap = 0.1056 Eh

```
130
Properties=species:S:1:pos:R:3:forces:R:3
C -4.3518 0.9751 -2.6869 -0.07 0.01 -0.66
O -3.5099 -0.1582 -2.6991 0.26 -1.11 -0.19
C -3.6980 -1.1681 -3.7205 0.19 1.12 -0.36
C -2.9989 -2.4620 -3.2787 0.62 1.25 1.20
N -1.6009 -2.1216 -2.6853 0.10 -0.44 -3.32
H -1.7448 -1.2286 -2.2289 0.20 -0.07 1.34
H -1.3703 -2.9186 -2.1052 0.56 0.57 1.24
C -0.3804 -1.8606 -3.6372 -1.62 -1.73 -0.06
C 0.1127 -3.1923 -4.3375 1.22 0.21 0.46
O -0.8957 -4.0713 -4.8243 0.18 -0.10 -0.65
C -0.3960 -5.4160 -5.1136 -0.48 1.06 0.26
H -5.3680 0.6126 -2.8447 -0.30 0.46 0.39
H -4.1247 1.7340 -3.4390 0.20 -0.40 -0.86
H -4.1939 1.5931 -1.8033 -0.20 -0.90 0.63
H -3.3750 -0.7222 -4.6635 0.97 -0.25 -0.16
H -4.7239 -1.3709 -4.0340 -0.56 -0.18 1.00
H -2.9847 -3.2874 -3.9884 0.33 0.42 -0.16
H -3.4706 -2.8022 -2.3563 -0.46 -0.05 -0.16
H 0.3198 -1.3036 -3.0127 0.52 -0.59 0.28
H -0.7074 -1.1511 -4.3976 -0.31 -0.15 -0.06
H 0.8217 -3.8443 -3.8239 -0.26 0.40 1.42
H 0.8297 -2.8536 -5.0889 -0.49 0.31 -0.87
H -1.2141 -5.9358 -5.6108 -0.10 -0.05 0.42
H -0.0822 -5.8739 -4.1754 -0.16 -0.22 -0.01
H 0.4384 -5.4728 -5.8138 0.20 0.60 -0.02
C -2.9114 -1.3474 4.2835 0.87 -4.23 2.08
O -2.9929 -1.5292 2.8523 -0.27 2.39 -1.46
O -2.2193 -2.4683 4.7600 -1.91 4.31 -0.77
C -2.4517 0.1073 4.8339 1.24 -3.27 -0.56
F -2.1156 0.1136 6.1247 -0.25 -0.40 0.96
F -1.3425 0.4633 4.2105 1.15 1.11 -1.20
F -3.3315 1.0868 4.7171 -1.43 1.33 -0.64
C -3.6905 -0.5236 2.0611 0.31 -1.51 0.70
C -3.8978 -1.1700 0.6887 -0.20 -0.12 0.25
H -4.4468 -2.1102 0.7591 0.19 -0.25 0.63
H -4.5761 -0.6134 0.0397 0.44 0.66 -0.28
H -2.9251 -1.4108 0.2589 0.01 0.20 -0.23
H -3.1589 0.4297 2.0469 0.49 0.02 -0.39
H -4.6590 -0.2437 2.4824 -0.40 -0.29 0.38
H -3.9709 -1.3745 4.5621 -0.90 0.27 0.53
C 2.6151 -2.5140 -1.0079 -0.40 0.23 2.14
C 2.3242 -1.0608 -0.4047 -0.31 0.58 -0.06
C 3.0030 -0.0762 -1.4025 -1.39 0.49 0.49
C 2.5973 1.3875 -1.2224 -0.38 0.51 0.37
C 1.0483 1.5847 -1.1969 1.61 -0.51 -0.67
C 0.3289 0.6943 -0.1645 1.83 1.04 -0.29
N 0.8622 -0.7009 -0.3876 -0.97 -0.70 -1.33
O 0.0088 -1.7420 0.0844 0.29 0.76 -0.58
C -1.1626 0.8890 -0.5259 -0.27 -1.51 0.56
C 0.6400 1.3207 1.2375 -0.68 -0.94 0.59
C 3.1217 -0.8605 0.9419 -0.53 -0.11 -0.51
H 3.6821 -2.7238 -0.9169 0.30 0.41 -0.35
H 2.2843 -2.8229 -1.9998 -0.21 0.74 -0.20
H 2.2056 -3.2564 -0.3224 -0.50 0.17 -0.03
H 2.5267 -0.3388 -2.3484 0.76 -0.31 -0.52
H 4.0881 -0.1500 -1.3275 0.04 -0.30 -0.51
H 3.0436 1.9892 -2.0167 -0.16 -0.02 -0.51
H 3.0813 1.8487 -0.3599 -0.23 -0.23 0.49
H 0.6804 1.2897 -2.1818 -0.03 -0.24 -0.27
H 0.8041 2.6470 -1.1384 -0.08 0.20 0.55
H -1.3874 1.5389 -1.3728 0.45 0.49 0.05
H -1.7343 1.1914 0.3515 -0.10 0.09 -0.08
H -1.5953 -0.0675 -0.8196 0.14 -0.18 0.36
H 1.6610 1.6705 1.3891 0.06 -0.15 -0.28
H 0.4264 0.5619 1.9920 0.19 -0.28 0.03
H -0.0134 2.1353 1.5547 -0.22 0.30 -0.50
H 4.1405 -1.1473 0.6768 0.33 0.25 0.33
H 2.8435 -1.3423 1.8799 -0.59 -0.66 -0.40
H 3.0387 0.1946 1.2024 0.50 0.06 -0.17
B 1.2530 -3.1178 4.8878 -1.85 -0.59 -0.57
F 0.4650 -4.2098 4.7231 -0.85 -2.61 -1.38
F 2.5184 -3.6070 5.1822 1.86 0.44 0.05
F 1.2026 -2.3222 3.7125 0.93 0.43 0.40
F 0.6351 -2.5338 5.9555 0.70 2.33 1.62
C -6.6495 3.0744 2.4761 0.22 0.30 -1.26
C -5.2358 3.5976 2.7708 -1.21 -0.45 1.21
C -4.4821 4.2832 1.7008 0.53 0.09 -0.88
C -3.0205 4.6010 2.1209 -1.00 -0.61 -0.94
C -2.1698 5.0261 0.9721 1.12 2.33 -0.56
C -0.7506 5.3202 1.4664 0.90 -1.09 -0.31
H -7.3592 3.8828 2.2927 -0.19 0.25 0.75
H -6.9737 2.3612 3.2328 -0.18 0.25 -0.01
H -6.7193 2.6002 1.4953 0.43 -0.63 0.00
H -5.3852 4.3379 3.5585 0.36 -0.22 0.55
H -4.6575 2.7510 3.1416 0.14 0.14 0.23
H -5.0231 5.1636 1.3483 0.14 0.56 0.33
H -4.5384 3.6742 0.7963 0.63 -0.42 -0.11
H -2.9723 5.3428 2.9185 -0.18 0.10 -0.01
H -2.4829 3.7257 2.4886 -0.54 -0.38 0.39
H -2.1592 4.3916 0.0853 -0.03 -0.68 0.41
H -2.3971 5.9937 0.5194 -1.17 0.18 0.18
H -0.3020 6.2012 1.0072 0.01 -0.06 -0.13
H -0.6369 5.4302 2.5450 -0.40 0.07 0.06
H -0.1554 4.4421 1.2125 0.48 0.16 0.08
Cl 5.1133 3.9226 -5.4384 0.03 -0.36 -0.28
C 4.4505 2.2525 -5.5589 0.62 -0.81 1.80
C 5.6027 1.2033 -5.5354 0.78 0.85 -1.51
Cl 5.0457 -0.4815 -5.6706 -0.21 0.24 0.13
H 3.7118 2.2114 -6.3575 0.51 -0.22 -0.17
H 3.9332 2.0963 -4.6123 -0.34 0.17 -0.17
H 6.3563 1.2703 -4.7510 -0.97 0.18 0.88
H 6.2958 1.3724 -6.3608 -0.48 -0.06 -0.62
C 1.2880 0.6473 4.9836 -0.01 0.16 -0.27
N 2.7237 0.6827 5.2406 0.94 0.74 2.38
O 3.5153 0.4685 4.3715 0.46 -0.58 -1.70
O 3.1034 1.0335 6.3567 -0.44 -0.06 0.15
H 0.7464 0.7750 5.9187 0.17 -0.37 -0.18
H 1.1080 -0.2859 4.4490 -0.45 0.06 -0.06
H 1.1909 1.5513 4.3819 -0.55 -0.25 -0.36
C 3.6849 -5.2301 2.3001 -0.41 -0.31 0.18
N 2.6780 -5.2472 1.2508 -3.44 1.66 1.99
O 1.5926 -4.7261 1.5312 1.54 -0.32 -0.49
O 2.8703 -5.8575 0.2571 1.03 -1.59 -3.04
H 3.0170 -5.4784 3.1248 0.83 0.38 0.74
H 4.0969 -4.2229 2.3269 0.03 -0.27 0.34
H 4.3813 -6.0245 2.0363 0.23 0.35 0.27
C 6.1378 -1.6305 3.1019 -0.08 -1.14 -0.21
N 6.9166 -2.8413 2.7643 1.19 -1.30 0.07
O 8.0231 -2.9848 3.3443 -2.15 -0.08 -1.46
O 6.4251 -3.5986 1.9252 1.28 0.66 1.08
H 6.3780 -1.4918 4.1544 -0.20 0.91 -0.34
H 5.1018 -1.9059 2.9087 -0.02 0.36 0.27
H 6.4797 -0.9521 2.3209 -0.10 0.66 0.66
C -0.6333 4.1450 -4.0116 0.25 1.00 0.32
N 0.2345 3.0791 -4.5348 -0.41 -1.59 -0.52
O 1.4005 3.2778 -4.7804 0.11 0.57 0.34
O -0.3434 2.0339 -4.8138 0.17 0.36 0.25
H -1.5465 3.7164 -3.6032 0.13 0.01 -0.40
H -0.7450 4.7991 -4.8763 -0.56 -0.06 0.04
H -0.1423 4.7613 -3.2591 0.33 -0.42 0.03
```
Positions in Å, forces in eV/Å.

Atomic partial charges in e from the Löwdin method, atoms 1 to 99: C -0.095; O -0.218; C -0.178; C -0.051; N 0.107; H 0.097; H 0.157; C -0.012; C -0.194; O -0.216; C -0.067; H 0.089; H 0.076; H 0.087; H 0.118; H 0.119; H 0.116; H 0.132; H 0.104; H 0.114; H 0.108; H 0.117; H 0.083; H 0.094; H 0.082; C -0.461; O -0.095; O -0.210; C -0.604; F 0.125; F 0.123; F 0.108; C -0.266; C -0.088; H 0.069; H 0.049; H 0.052; H 0.085; H 0.095; H 0.104; C -0.029; C -0.432; C -0.170; C -0.186; C -0.170; C -0.445; N -0.188; O -0.281; C -0.029; C -0.026; C -0.019; H 0.068; H 0.051; H 0.041; H 0.094; H 0.108; H 0.081; H 0.093; H 0.079; H 0.100; H 0.059; H 0.070; H 0.026; H 0.059; H 0.085; H 0.052; H 0.057; H 0.074; H 0.050; B -1.413; F 0.125; F 0.088; F 0.080; F 0.129; C -0.111; C -0.285; C -0.235; C -0.208; C -0.295; C -0.115; H 0.058; H 0.071; H 0.059; H 0.108; H 0.099; H 0.110; H 0.103; H 0.118; H 0.120; H 0.100; H 0.092; H 0.061; H 0.074; H 0.051; Cl 0.516; C -0.630; C -0.677; Cl 0.536; H 0.068